Record 1
This record from the Open Molecules 2025 dataset describes a cluster of 14 separate species, C50H129N7O14 in total. The level of theory is the ωB97M-V functional and the def2-TZVPD basis.

The geometry in XYZ format:
```
200
Properties=species:S:1:pos:R:3:mulliken_charge:R:1
C 3.090 -2.040 1.962 -1.8903
C 2.965 -1.183 3.261 1.8420
C 2.560 -2.186 4.296 -1.3318
C 2.616 -1.666 5.718 -0.5006
C 3.997 -1.051 6.078 -1.3411
C 4.561 -0.036 4.999 1.6355
N 4.282 -0.586 3.650 0.1013
O 4.857 0.155 2.627 -0.3299
C 3.813 1.334 5.205 -0.7426
C 6.089 0.126 5.234 -1.6775
C 1.880 -0.065 2.960 -0.4416
H 3.451 -1.422 1.140 0.0894
H 2.176 -2.520 1.612 0.2145
H 3.779 -2.869 2.129 0.6166
H 1.542 -2.513 4.083 0.3492
H 3.256 -3.026 4.306 0.4714
H 2.466 -2.497 6.408 0.4406
H 1.854 -0.890 5.798 0.0956
H 4.661 -1.911 6.161 0.4275
H 3.840 -0.593 7.054 0.3439
H 2.895 1.199 5.777 0.1636
H 4.403 1.952 5.884 0.5425
H 3.576 1.896 4.303 -0.4155
H 6.247 0.661 6.171 0.4161
H 6.683 -0.788 5.260 0.3598
H 6.496 0.727 4.420 0.3361
H 1.869 0.720 3.716 0.0629
H 0.865 -0.463 2.993 0.3027
H 2.136 0.341 1.982 -0.2296
H 4.283 0.917 2.489 0.1590
C 5.980 2.573 -1.013 -2.2093
C 4.788 3.033 -0.194 2.4927
C 5.386 3.416 1.180 -1.8345
C 4.435 4.129 2.168 0.2844
C 3.752 5.277 1.507 -1.6781
C 3.193 4.988 0.043 2.1315
N 4.143 4.245 -0.767 0.0304
O 3.690 3.968 -2.077 -0.2661
C 1.800 4.351 0.159 -1.4081
C 2.936 6.397 -0.563 -2.2541
C 3.782 1.895 -0.014 -0.1242
H 6.546 3.485 -1.211 0.5661
H 5.706 2.173 -1.989 0.3152
H 6.686 1.882 -0.554 0.3519
H 5.713 2.475 1.623 0.5363
H 6.264 4.052 1.063 0.5088
H 5.059 4.358 3.032 0.5611
H 3.809 3.334 2.576 -0.5999
H 4.234 6.248 1.625 0.4008
H 2.873 5.479 2.122 0.5796
H 1.749 3.487 0.821 -0.2113
H 1.157 5.138 0.555 0.7085
H 1.325 4.059 -0.778 0.1286
H 2.420 6.387 -1.523 0.3440
H 2.514 7.050 0.200 0.4212
H 3.919 6.794 -0.822 0.5774
H 4.270 0.920 0.020 0.8276
H 3.116 1.890 -0.877 -0.5005
H 3.128 2.022 0.849 -1.1877
H 4.080 4.612 -2.674 0.2841
C -2.685 2.560 -1.132 -1.4857
C -2.115 1.353 -0.338 2.2277
C -3.139 1.129 0.775 -0.9418
C -2.955 -0.204 1.530 0.0831
C -2.818 -1.421 0.606 -1.6447
C -1.745 -1.179 -0.517 2.3351
N -2.030 0.129 -1.159 0.4774
O -1.496 0.358 -2.435 2.5252
C -0.298 -1.349 0.011 -0.6386
C -1.970 -2.369 -1.496 -1.1521
C -0.798 1.825 0.323 -0.2262
H -2.953 3.397 -0.487 0.1969
H -3.573 2.225 -1.670 0.1178
H -1.974 2.927 -1.873 0.0438
H -3.170 1.838 1.605 -0.1066
H -4.150 1.305 0.405 0.0439
H -3.737 -0.349 2.276 0.2459
H -2.027 -0.144 2.101 -0.4829
H -3.752 -1.679 0.106 0.3388
H -2.453 -2.237 1.231 0.3326
H 0.481 -1.110 -0.712 -0.4691
H -0.172 -0.871 0.982 -0.5442
H -0.097 -2.410 0.171 0.4080
H -1.559 -3.245 -0.994 0.3983
H -3.022 -2.420 -1.773 -0.0104
H -1.319 -2.268 -2.366 -0.4125
H 0.108 1.790 -0.284 -0.5810
H -0.565 1.270 1.232 -0.3901
H -0.996 2.852 0.631 0.6490
H -0.549 0.508 -2.314 -0.1384
C -5.963 -1.227 -4.884 -1.7977
C -4.809 -1.432 -3.924 0.1476
C -3.487 -1.568 -4.770 0.5614
O -3.553 -2.748 -5.487 -0.4419
C -2.244 -3.255 -5.689 -0.4758
N -4.745 -0.230 -3.109 -0.3079
H -6.923 -0.895 -4.489 0.3693
H -6.140 -2.178 -5.389 0.4315
H -5.759 -0.507 -5.677 0.3662
H -4.909 -2.350 -3.346 0.2875
H -2.667 -1.536 -4.051 -0.2968
H -3.541 -0.667 -5.384 0.2039
H -1.623 -2.653 -6.354 0.3083
H -2.408 -4.153 -6.287 0.4379
H -1.736 -3.631 -4.801 -0.0232
H -3.885 -0.116 -2.588 -0.3778
H -4.726 0.608 -3.674 0.3247
C 4.235 -6.865 -2.664 -1.5187
C 2.718 -6.830 -2.814 1.1524
C 2.161 -5.561 -3.479 -0.5623
O 2.575 -4.380 -2.768 -0.3082
C 2.005 -4.142 -1.523 -0.3834
N 2.318 -8.027 -3.528 -0.7382
H 4.625 -5.900 -2.337 0.3026
H 4.794 -7.033 -3.586 0.3603
H 4.535 -7.620 -1.938 0.3749
H 2.202 -6.906 -1.856 -0.1644
H 1.109 -5.735 -3.709 0.0356
H 2.653 -5.435 -4.444 0.4252
H 2.069 -3.098 -1.217 -0.2140
H 2.517 -4.755 -0.779 0.5387
H 0.958 -4.425 -1.400 0.2150
H 2.524 -7.859 -4.505 0.3054
H 1.313 -8.130 -3.563 0.2306
C -2.472 5.357 4.925 -1.4091
C -2.003 4.653 3.616 0.7560
C -1.521 3.225 3.892 0.2843
O -0.662 3.096 5.022 -0.5900
C -0.360 1.768 5.423 -0.1355
N -3.059 4.667 2.624 -0.7379
H -3.028 4.607 5.489 0.3062
H -3.111 6.212 4.706 0.3922
H -1.642 5.644 5.570 0.3134
H -1.128 5.136 3.176 0.2221
H -1.058 2.912 2.954 -0.2648
H -2.411 2.626 4.099 0.1396
H 0.494 1.846 6.094 0.2456
H -0.177 1.294 4.458 -0.1379
H -1.236 1.401 5.960 0.3419
H -2.993 5.621 2.295 0.2114
H -2.748 4.066 1.873 0.0824
C 1.189 -1.732 -4.310 -0.1869
C 2.443 -0.894 -4.099 -0.1357
C 2.282 -0.135 -2.708 0.0314
O 1.116 0.750 -2.604 -0.0759
C 1.079 1.882 -3.505 -1.1507
N 3.554 -1.801 -4.013 -0.6825
H 1.169 -2.191 -5.300 0.4615
H 0.273 -1.156 -4.178 -0.2048
H 1.256 -2.578 -3.627 -0.3073
H 2.616 -0.131 -4.858 0.4024
H 3.188 0.453 -2.553 0.1878
H 2.295 -0.866 -1.899 -0.2810
H 0.277 2.560 -3.210 0.2211
H 1.035 1.559 -4.545 0.4925
H 1.903 2.578 -3.338 -0.0606
H 4.320 -1.367 -3.514 0.3533
H 3.348 -2.612 -3.443 0.2557
C -6.214 -3.397 1.787 -0.4708
O -7.107 -2.503 1.209 -0.5438
H -6.689 -3.973 2.581 0.3024
H -5.896 -4.117 1.032 0.2523
H -5.356 -2.892 2.233 0.1242
H -6.788 -2.126 0.384 0.4262
C -0.040 -5.789 1.614 -0.2647
O 0.771 -6.260 0.550 -0.4195
H -0.773 -6.500 1.997 0.3533
H 0.581 -5.468 2.450 0.2103
H -0.685 -4.989 1.246 -0.1236
H 0.217 -6.596 -0.160 0.2212
C -6.792 0.258 -0.496 -0.3446
O -6.507 -1.000 -1.088 -0.7608
H -7.610 0.723 -1.047 0.3010
H -6.939 0.200 0.582 0.3463
H -5.928 0.915 -0.612 -0.0231
H -5.984 -0.785 -1.871 0.3307
C -5.640 1.048 4.456 -0.3448
O -6.661 0.972 5.443 -0.5769
H -4.734 1.387 4.959 0.0874
H -5.307 0.086 4.064 0.2117
H -5.861 1.798 3.697 0.2856
H -7.502 0.918 4.982 0.3114
C -2.469 2.361 -4.848 0.2114
O -2.145 2.585 -6.252 -0.5793
H -1.546 2.131 -4.316 -0.1527
H -2.918 3.280 -4.472 0.3238
H -3.083 1.468 -4.744 -0.2513
H -1.669 3.406 -6.391 0.3078
C -1.746 6.538 -0.869 -0.4248
O -2.060 7.033 0.392 -0.4774
H -0.696 6.561 -1.162 0.2119
H -2.020 5.532 -1.197 0.0258
H -2.238 6.960 -1.749 0.4468
H -2.993 7.232 0.501 0.2915
C -1.774 -6.115 -2.796 -0.2650
O -0.893 -6.839 -1.939 -0.4344
H -1.202 -5.341 -3.308 -0.1126
H -2.414 -6.776 -3.378 0.4433
H -2.416 -5.492 -2.171 0.1371
H -0.797 -7.703 -2.348 0.2528
```

frontier orbital gap	8.60	eV
charge	0
highest occupied orbital energy	-8.41	eV

Record 2
This record from the Open Molecules 2025 dataset describes a cluster of 11 separate species, C50H129N7O22 in total. The level of theory is the ωB97M-V functional and the def2-TZVPD basis.

The geometry in XYZ format:
```
208
Properties=species:S:1:pos:R:3:mulliken_charge:R:1
C -0.302 2.391 4.922 -0.7068
C -1.384 3.467 5.200 -0.5258
O -1.064 4.694 4.586 -0.6635
O -0.148 2.166 3.516 1.0053
H -0.653 1.479 5.424 0.1586
H 0.655 2.655 5.317 0.5189
H -1.530 3.661 6.235 0.4929
H -2.358 3.142 4.868 0.1523
H -0.626 4.501 3.717 0.0467
H -0.957 1.783 3.144 -0.3663
C -3.598 -0.241 4.536 -0.3341
C -3.468 0.423 3.168 -0.4960
O -2.099 0.382 2.758 0.3866
O -3.031 0.703 5.479 -0.4925
H -2.949 -1.138 4.565 0.2752
H -4.623 -0.453 4.787 0.3687
H -3.787 1.474 3.289 -0.0779
H -4.079 -0.074 2.416 0.3294
H -1.919 -0.548 2.532 -0.2241
H -2.810 0.247 6.293 0.2833
C -0.679 -5.468 -0.960 -0.5928
C -1.382 -5.052 0.294 -0.2885
O -0.494 -4.421 1.220 -0.5762
O 0.091 -4.382 -1.586 -0.3623
H -1.395 -5.896 -1.669 0.5133
H 0.073 -6.219 -0.771 0.1268
H -1.947 -5.872 0.825 0.3651
H -2.057 -4.239 0.056 0.2867
H 0.293 -4.950 1.463 0.1425
H -0.092 -4.439 -2.543 0.1823
C -0.328 -0.693 0.474 1.1298
C 0.488 -1.341 -0.688 -1.0619
O 1.440 -2.290 -0.282 0.6053
O -0.969 -1.738 1.277 -0.5482
H -1.149 -0.096 0.102 0.6186
H 0.324 -0.123 1.136 -0.9974
H 1.025 -0.490 -1.149 -0.0848
H -0.154 -1.806 -1.405 0.6234
H 1.144 -3.103 -0.679 -0.3359
H -0.465 -2.552 1.108 -0.1070
C 5.828 -3.795 -1.855 -0.4834
O 5.748 -2.720 -1.012 -0.4688
C 4.401 -2.325 -0.705 0.3235
C 4.461 -0.838 -0.609 1.3642
N 4.613 -0.319 -1.932 0.1848
C 4.834 1.088 -1.932 -1.3800
C 3.439 1.834 -1.733 1.1795
O 3.709 3.171 -1.378 -0.4790
C 2.600 3.968 -1.221 -0.4321
H 6.897 -3.941 -1.959 0.2891
H 5.368 -3.570 -2.805 0.2279
H 5.345 -4.674 -1.379 0.0933
H 4.048 -2.643 0.280 -0.4252
H 3.708 -2.668 -1.456 0.3427
H 5.302 -0.609 0.079 0.2259
H 3.527 -0.520 -0.118 -1.6467
H 5.289 -0.854 -2.423 0.3584
H 5.383 1.436 -2.787 0.5146
H 5.440 1.399 -1.042 0.1980
H 2.861 1.292 -0.913 -0.6960
H 2.825 1.796 -2.657 0.2416
H 2.896 4.931 -0.803 0.2805
H 1.918 3.483 -0.548 -0.1201
H 2.077 4.062 -2.151 0.4726
C 4.241 -5.585 6.449 -0.7280
O 4.242 -5.412 5.055 -0.3242
C 3.078 -4.646 4.645 -0.8902
C 3.206 -4.472 3.166 0.5364
N 2.789 -5.669 2.439 -0.1989
C 3.155 -5.678 1.086 0.2441
C 2.834 -6.931 0.346 -0.9552
O 3.734 -7.900 0.884 -0.3546
C 3.512 -9.109 0.223 -0.7889
H 4.345 -4.617 6.961 0.2757
H 5.131 -6.243 6.627 0.2380
H 3.368 -6.149 6.805 0.3071
H 3.132 -3.687 5.196 0.4637
H 2.156 -5.153 4.980 0.4133
H 4.197 -4.151 2.847 0.0819
H 2.465 -3.702 2.921 -0.3962
H 3.140 -6.513 2.894 0.3931
H 4.263 -5.558 0.970 0.4748
H 2.744 -4.835 0.516 -0.4254
H 2.983 -6.794 -0.742 0.4677
H 1.761 -7.084 0.493 0.2786
H 2.509 -9.434 0.446 0.3179
H 4.295 -9.818 0.537 0.2561
H 3.704 -8.935 -0.835 0.3215
C -6.955 2.071 4.061 -0.7979
O -7.169 0.750 3.631 -0.2555
C -8.294 0.179 4.305 -0.6204
C -8.437 -1.233 3.773 -0.6519
N -7.157 -1.891 3.930 -0.1508
C -7.225 -3.206 3.316 -0.7578
C -5.930 -3.957 3.581 -0.6533
O -4.912 -3.330 2.758 -0.2257
C -3.696 -4.008 2.894 -0.3653
H -6.081 2.451 3.546 0.1741
H -6.783 2.097 5.147 0.3417
H -7.846 2.651 3.792 0.3782
H -9.149 0.824 4.072 0.4366
H -8.053 0.220 5.398 0.3518
H -8.737 -1.066 2.716 0.3037
H -9.247 -1.765 4.284 0.4246
H -6.433 -1.350 3.428 0.0443
H -7.540 -3.326 2.269 0.3379
H -8.007 -3.779 3.861 0.4557
H -6.018 -5.013 3.283 0.4205
H -5.539 -3.875 4.608 0.3731
H -3.721 -4.875 2.213 0.2409
H -3.584 -4.373 3.931 0.3815
H -2.893 -3.282 2.699 -0.1482
C 3.382 6.524 3.711 -0.6022
O 3.606 5.391 2.864 -0.3967
C 3.329 4.140 3.506 -0.5253
C 3.366 3.043 2.547 0.6096
N 2.916 1.757 3.152 -0.1771
C 3.107 0.665 2.220 -0.7664
C 2.769 -0.695 2.694 1.5414
O 3.225 -1.092 3.987 -0.5118
C 4.579 -1.404 4.016 -0.5844
H 3.921 6.515 4.684 0.2853
H 2.314 6.474 3.957 0.2047
H 3.662 7.370 3.085 0.2421
H 2.374 4.256 4.042 0.2075
H 4.140 3.933 4.247 0.3574
H 4.401 2.918 2.254 0.6148
H 2.806 3.332 1.666 -0.7770
H 1.936 1.801 3.425 0.0097
H 4.150 0.585 1.933 0.6872
H 2.624 0.670 1.249 -0.4091
H 3.109 -1.457 1.970 -0.7637
H 1.668 -0.793 2.716 -0.2578
H 5.284 -0.580 3.875 0.3109
H 4.807 -2.206 3.284 0.1590
H 4.752 -1.814 5.033 0.2782
C -1.756 8.486 2.140 -0.7478
O -1.089 7.530 1.319 -0.3784
C 0.010 6.918 1.963 -1.2692
C 0.448 5.600 1.266 -0.0202
N -0.317 4.491 1.857 1.3548
C -1.711 4.376 1.327 -0.6682
C -1.830 4.141 -0.124 -1.0023
O -1.150 3.000 -0.519 0.4541
C -1.239 2.821 -1.897 -0.5922
H -2.262 9.081 1.385 0.2948
H -1.028 9.039 2.793 0.3110
H -2.552 8.013 2.771 0.2529
H -0.204 6.719 3.026 0.3378
H 0.944 7.539 1.926 0.3520
H 1.509 5.440 1.468 0.2610
H 0.369 5.688 0.210 0.3673
H 0.229 3.645 1.761 -0.6284
H -2.210 5.349 1.555 0.4488
H -2.165 3.548 1.869 -0.1703
H -1.448 5.001 -0.662 0.5404
H -2.939 4.055 -0.299 0.3823
H -0.653 3.553 -2.498 0.1857
H -2.350 2.889 -2.140 0.2431
H -0.805 1.820 -2.030 -0.0078
C 5.044 2.626 -8.497 -0.7382
O 5.380 1.528 -7.609 -0.2928
C 5.168 0.243 -8.261 -0.4660
C 5.490 -0.942 -7.307 -0.7810
N 4.339 -1.458 -6.584 -0.3010
C 3.725 -0.439 -5.766 -0.5795
C 2.661 -0.985 -4.874 0.1477
O 1.642 -1.635 -5.681 -0.5130
C 0.453 -1.954 -4.973 -0.2654
H 5.642 2.558 -9.410 0.2940
H 5.293 3.483 -7.882 0.2267
H 3.968 2.576 -8.712 0.3170
H 5.763 0.193 -9.213 0.4443
H 4.122 0.269 -8.602 0.3336
H 6.288 -0.622 -6.597 0.2949
H 5.844 -1.716 -7.984 0.4118
H 3.701 -1.943 -7.213 0.2675
H 3.347 0.427 -6.330 0.1805
H 4.526 -0.014 -5.119 0.2422
H 2.206 -0.167 -4.283 0.2311
H 3.130 -1.683 -4.191 -0.0311
H 0.045 -1.020 -4.558 0.0951
H 0.736 -2.605 -4.126 0.0867
H -0.237 -2.399 -5.681 0.3480
C -8.874 3.928 -7.736 -0.6806
O -7.957 2.940 -7.369 -0.3043
C -6.785 3.393 -6.746 -0.5773
C -5.686 2.288 -6.656 -0.4191
N -4.566 2.834 -5.932 -0.2168
C -3.387 1.968 -5.781 -0.6311
C -3.588 1.153 -4.491 -0.6002
O -2.352 0.485 -4.179 -0.1267
C -2.419 -0.419 -3.047 -0.3676
H -8.316 4.637 -8.293 0.3288
H -9.218 4.456 -6.825 0.2756
H -9.687 3.396 -8.236 0.2225
H -6.968 3.757 -5.723 0.3435
H -6.425 4.237 -7.340 0.3097
H -5.392 1.949 -7.689 0.2791
H -6.153 1.480 -6.083 0.2271
H -4.276 3.709 -6.384 0.2492
H -2.473 2.574 -5.731 0.3995
H -3.281 1.234 -6.595 0.2174
H -4.408 0.415 -4.610 0.2608
H -3.964 1.758 -3.644 0.3159
H -1.391 -0.806 -2.912 -0.3714
H -3.063 -1.294 -3.224 0.4773
H -2.811 0.164 -2.227 0.4173
```

frontier orbital gap	8.51	eV
charge	0
highest occupied orbital energy	-8.35	eV
SMILES	COCCNCCOC.COCCNCCOC.COCCNCCOC.COCCNCCOC.COCCNCCOC.COCCNCCOC.COCCNCCOC.OCCO.OCCO.OCCO.OCCO